The following is a quantum chemistry calculation of a 9-piece molecular cluster, C27H63N9O9 overall at a distorted geometry, from the OMol25 dataset.

Values from the calculation:
Total charge: 0
Energy relative to the best compared isomer or geometry (same formula, charge and spin) in kcal/mol: 317.5
Total energy in eV: -60850.928
SMILES string: CNC(C)=O.CNC(C)=O.CNC(C)=O.CNC(C)=O.CNC(C)=O.CNC(C)=O.CNC(C)=O.CNC(C)=O.CNC(C)=O

```
108
Properties=species:S:1:pos:R:3:forces:R:3
C 6.774000 12.380000 43.913000 -4.01 0.27 -1.68
C 6.702000 10.877000 43.586000 1.30 0.88 0.40
O 7.550000 10.139000 44.090000 -0.89 0.37 -0.66
N 5.780000 10.457000 42.704000 3.90 -3.63 1.74
C 5.896000 9.117000 42.160000 8.45 1.74 8.26
H 7.389000 13.010000 43.283000 -0.74 0.03 -1.33
H 7.412000 12.389000 44.651000 3.01 -0.19 4.72
H 5.810000 12.888000 44.328000 1.54 -0.88 -1.27
H 5.124000 11.019000 42.395000 -3.67 3.40 -1.75
H 5.146000 8.915000 41.732000 -11.12 -3.16 -5.33
H 6.142000 8.371000 43.019000 -0.35 1.28 -1.76
H 6.567000 9.087000 41.383000 2.55 -0.17 -1.37
C 6.833000 9.370000 33.985000 1.43 1.32 -2.59
C 8.289000 9.205000 34.303000 0.77 2.17 2.88
O 8.738000 9.633000 35.390000 -0.76 -0.95 -1.40
N 9.131000 8.675000 33.405000 0.22 -1.91 -3.82
C 10.553000 8.489000 33.717000 -3.33 0.34 4.76
H 6.290000 8.629000 34.355000 -1.92 -3.94 2.19
H 6.677000 9.160000 32.926000 -0.11 0.77 -0.34
H 6.251000 10.198000 34.363000 0.89 1.00 -0.18
H 8.802000 8.377000 32.406000 0.68 0.88 2.92
H 11.167000 7.977000 33.168000 2.28 -3.05 -4.93
H 10.720000 7.823000 34.621000 -0.78 1.36 -0.21
H 11.048000 9.392000 33.828000 0.62 1.99 0.79
C -0.176000 0.780000 42.792000 1.88 -2.07 -3.91
C 1.162000 1.296000 42.134000 -0.43 -2.02 -2.79
O 2.212000 0.665000 42.320000 -1.63 2.00 -0.05
N 1.016000 2.209000 41.036000 -0.31 -1.77 0.82
C 2.146000 2.435000 40.140000 -4.36 3.91 -0.60
H -0.424000 1.443000 43.457000 -1.36 3.43 4.47
H 0.003000 -0.206000 43.185000 0.29 -0.08 0.40
H -1.083000 0.705000 42.181000 0.59 0.14 -0.69
H 0.128000 2.604000 40.744000 0.18 -0.57 0.59
H 2.722000 2.928000 40.772000 3.99 1.89 2.23
H 1.915000 3.234000 39.349000 -0.38 -0.90 1.13
H 2.601000 1.749000 39.589000 1.59 -3.97 -1.60
C 5.387000 8.636000 37.666000 -0.16 -5.16 -0.89
C 4.240000 7.823000 38.321000 2.52 0.07 4.01
O 4.513000 7.289000 39.463000 -0.78 1.10 -2.76
N 3.046000 7.765000 37.807000 -1.83 -1.97 0.43
C 1.869000 7.101000 38.432000 1.92 -1.41 3.77
H 6.072000 9.050000 38.350000 0.37 0.81 0.74
H 5.249000 9.039000 36.719000 -0.99 2.06 -1.19
H 5.966000 7.742000 37.189000 -0.31 0.93 1.24
H 2.890000 8.240000 36.968000 -0.50 1.03 -1.68
H 1.838000 5.883000 38.534000 1.30 2.78 0.17
H 0.975000 7.107000 37.883000 -1.06 1.51 -1.02
H 1.824000 7.621000 39.537000 -0.45 -1.73 -2.71
C 1.806000 7.196000 34.420000 3.10 4.67 9.77
C 2.347000 8.660000 34.466000 -0.06 -1.73 -0.93
O 2.487000 9.211000 35.535000 0.02 0.88 1.31
N 2.772000 9.232000 33.343000 -0.49 -2.48 -0.61
C 3.446000 10.441000 33.194000 -1.18 3.36 -1.21
H 0.953000 7.238000 35.174000 1.28 -0.64 -0.85
H 2.691000 6.590000 34.730000 -0.92 0.23 0.29
H 1.527000 6.880000 33.612000 -3.24 -3.21 -9.12
H 2.701000 8.776000 32.448000 -0.46 -0.66 0.38
H 3.747000 10.913000 34.241000 -0.29 -0.91 -2.76
H 2.631000 11.050000 32.579000 1.69 0.10 1.82
H 4.130000 10.275000 32.318000 0.58 0.53 1.65
C -1.147000 10.453000 43.388000 0.95 2.04 -0.88
C -1.574000 9.388000 42.455000 -1.93 -2.25 0.53
O -2.229000 8.412000 42.820000 0.33 0.20 0.65
N -1.251000 9.479000 41.180000 1.39 4.14 -2.00
C -1.540000 8.537000 40.131000 4.08 -1.05 1.39
H -1.411000 11.513000 43.095000 -0.09 -1.21 0.05
H -0.054000 10.491000 43.467000 -0.14 -0.28 0.14
H -1.585000 10.229000 44.314000 -0.43 -0.15 1.34
H -0.968000 10.449000 40.952000 0.01 -1.25 -0.32
H -1.660000 8.934000 39.148000 0.62 0.67 -0.52
H -2.435000 8.125000 40.365000 -2.61 -1.91 0.76
H -0.643000 7.768000 40.270000 -2.19 1.03 -1.14
C 4.957000 4.330000 37.534000 -4.16 -1.14 4.04
C 5.268000 3.074000 38.443000 0.70 0.05 -2.66
O 5.464000 2.022000 37.845000 -0.25 -0.41 0.42
N 5.460000 3.197000 39.758000 -0.35 2.74 2.04
C 5.902000 2.132000 40.613000 2.02 -2.04 0.33
H 5.511000 5.085000 37.940000 1.47 2.45 1.05
H 3.810000 4.640000 37.788000 2.56 -0.67 -1.06
H 5.192000 4.257000 36.528000 0.08 -0.88 -1.80
H 5.384000 4.112000 40.324000 -0.02 -1.50 -1.85
H 5.183000 1.249000 40.501000 1.18 1.06 0.51
H 5.989000 2.508000 41.715000 -0.41 -0.74 -2.13
H 7.026000 1.754000 40.263000 -2.86 0.80 0.91
C 4.013000 12.736000 36.559000 -4.39 2.24 1.29
C 5.454000 12.619000 36.554000 -0.12 1.64 -0.86
O 6.125000 13.015000 35.645000 1.25 0.62 -2.41
N 5.969000 12.085000 37.607000 2.71 -1.95 4.06
C 7.407000 11.745000 37.764000 1.66 -0.17 -1.14
H 3.632000 11.740000 36.518000 -0.67 -0.90 0.28
H 3.599000 13.221000 35.631000 0.75 -0.17 1.06
H 3.456000 13.300000 37.562000 1.90 -1.64 -2.83
H 5.346000 11.804000 38.346000 0.13 -0.05 0.02
H 8.144000 12.346000 37.097000 -1.84 -0.69 1.17
H 7.610000 10.713000 37.495000 -0.41 -0.26 -0.96
H 7.861000 11.643000 38.763000 -1.02 1.25 0.27
C 3.192000 5.741000 41.860000 1.12 1.98 -3.41
C 4.584000 5.270000 42.246000 -1.54 0.10 -2.11
O 4.717000 4.537000 43.165000 0.64 -1.47 2.84
N 5.598000 5.598000 41.403000 -1.01 1.95 -2.34
C 6.959000 5.468000 41.835000 2.21 -0.86 2.27
H 3.324000 6.873000 41.776000 -0.49 -1.28 -0.40
H 2.540000 5.618000 42.664000 -1.20 -0.87 1.02
H 2.826000 5.324000 40.787000 0.81 0.97 2.72
H 5.279000 6.172000 40.483000 1.31 -1.09 2.78
H 7.059000 4.997000 42.916000 -0.97 0.53 -2.20
H 7.452000 6.490000 42.130000 -0.48 -1.73 -1.63
H 7.513000 4.677000 41.180000 -0.39 2.07 0.88
```
Forces are in eV/Å.